ORCA calculation (ωB97M-V with the def2-TZVPD basis set) on one molecule with the formula C4H9FSi.

Last column: natural (NBO) charge in e.
Positions of all 15 atoms, in Å:
C  -0.713  1.861  1.303  -0.335
C  -0.622  0.553  1.458  -0.702
Si  0.118  -0.547  0.137  1.829
C  1.693  0.144  -0.698  -1.107
C  -1.058  -1.264  -1.266  -1.076
F  0.796  -2.125  1.097  -0.678
H  -1.063  2.642  2.073  0.217
H  -0.361  2.154  0.341  0.173
H  -0.909  0.255  2.467  0.236
H  1.803  -0.248  -1.629  0.233
H  1.523  1.205  -0.845  0.232
H  2.599  -0.099  -0.117  0.261
H  -0.474  -2.030  -1.655  0.240
H  -1.817  -1.863  -0.740  0.242
H  -1.514  -0.637  -1.925  0.235

## Properties
- E_LUMO (eV) = 0.9
- SMILES string = C=C[Si](C)(C)F
- DFT total energy (eV) = -14889.10742
- 2S+1 = 1
- HOMO level (eV) = -10.446
- Kohn-Sham gap (eV) = 11.3416